(1)
Density functional theory data (ωB97M-V/def2-TZVPD) for a molecular structure, C34H39AsBF3MoN5O2S2.

```
88
Properties=species:S:1:pos:R:3:mulliken_charge:R:1
Mo 1.4061 0.4124 0.0584 -0.57
C 2.0299 3.3573 2.9752 -0.76
N 3.2749 2.6525 2.7547 0.27
C 4.5327 3.2001 2.7564 -0.46
C 5.3926 2.1999 2.4526 -0.68
N 4.6709 1.0457 2.2665 0.26
B 5.4509 -0.3067 2.1717 0.66
N 4.7029 -1.5788 1.6092 0.24
C 5.1454 -2.7812 2.1114 -0.72
C 4.7912 -3.7720 1.2614 -0.45
N 4.1080 -3.1773 0.2326 0.20
C 3.5949 -3.8535 -0.9440 -0.37
C 4.0621 -1.8432 0.4679 -0.03
S 3.3104 -0.7912 -0.6942 -0.32
C 3.3884 1.3404 2.4502 -0.07
S 2.0378 0.2608 2.4071 -0.41
H 2.2485 4.3775 3.2773 0.30
H 1.4458 2.8637 3.7490 0.33
H 1.4351 3.3798 2.0611 0.17
H 4.7155 4.2345 2.9870 0.46
H 6.4641 2.2155 2.3650 0.52
H 5.7576 -0.5791 3.2982 -0.16
H 6.3902 -0.1261 1.4497 -0.14
H 5.6916 -2.8325 3.0354 0.50
H 4.9761 -4.8305 1.3011 0.48
H 3.5061 -4.9156 -0.7318 0.31
H 4.2694 -3.7166 -1.7890 0.34
H 2.6238 -3.4510 -1.2151 -0.04
F 1.8222 4.5058 -2.2295 -0.24
C 2.2360 4.3584 -0.9688 0.60
F 3.4830 4.7931 -0.8641 -0.23
F 1.4551 5.1104 -0.1757 -0.24
C 2.1111 2.8853 -0.5454 0.72
O 3.0581 2.2385 -0.1003 -0.53
O 0.9558 2.3681 -0.6483 -0.22
C -4.2508 5.1599 -1.9632 -1.57
C -3.3746 3.9568 -1.7639 0.42
C -2.9394 3.1831 -2.8314 -1.07
C -2.1621 2.0558 -2.6341 0.06
C -1.6537 1.2910 -3.8333 -2.04
C -1.8168 1.6562 -1.3298 0.76
As -0.7302 0.0143 -1.3517 3.30
N -0.2127 -0.5045 0.3588 1.23
C -0.9091 -1.1770 1.3644 -0.51
C -0.2335 -2.1170 2.1482 -0.34
C -0.8734 -2.7171 3.2172 -0.72
C -2.1936 -2.4050 3.5101 -0.75
C -2.8820 -1.5082 2.7051 -1.41
C -2.2511 -0.9055 1.6321 0.44
C -1.9388 -1.5325 -1.6744 0.53
C -1.2501 -2.7393 -1.8725 -0.18
C 0.2491 -2.7800 -2.0398 -1.77
C -1.9538 -3.9338 -1.9060 -0.77
C -3.3308 -3.9676 -1.7526 0.47
C -4.0985 -5.2575 -1.7497 -1.67
C -3.9976 -2.7587 -1.6097 -1.18
C -3.3423 -1.5337 -1.5732 1.21
C -4.2140 -0.3086 -1.4823 -1.54
C -2.1674 2.4763 -0.2464 0.92
C -1.7909 2.2629 1.2016 -1.97
C -2.9470 3.6021 -0.4936 -0.84
H -4.6356 5.2062 -2.9803 0.40
H -3.6912 6.0765 -1.7683 0.32
H -5.0938 5.1379 -1.2726 0.38
H -3.2042 3.4767 -3.8409 0.37
H -2.0668 1.6960 -4.7542 0.46
H -1.9033 0.2274 -3.7812 0.34
H -0.5641 1.3770 -3.8868 0.38
H 0.7947 -2.3613 1.9063 0.25
H -0.3400 -3.4310 3.8310 0.46
H -2.6822 -2.8613 4.3602 0.41
H -3.9162 -1.2727 2.9197 0.49
H -2.7816 -0.2019 1.0022 0.86
H 0.5906 -1.9869 -2.7067 0.36
H 0.5605 -3.7353 -2.4592 0.57
H 0.7433 -2.6518 -1.0725 -0.05
H -1.4158 -4.8643 -2.0473 0.35
H -3.4389 -6.1163 -1.8588 0.37
H -4.8225 -5.2711 -2.5656 0.36
H -4.6560 -5.3640 -0.8182 0.36
H -5.0780 -2.7676 -1.5165 0.45
H -5.2092 -0.5814 -1.1355 0.50
H -4.3239 0.1486 -2.4677 0.35
H -3.8114 0.4451 -0.8152 0.22
H -0.9712 1.5734 1.3483 -0.21
H -2.6345 1.8921 1.7865 0.42
H -1.4966 3.2236 1.6259 0.63
H -3.2310 4.2295 0.3453 0.49
```

For the HOMO energy (alpha / beta), the calculation gives -10.817 / -10.883 eV. As for the net charge: +1. For the frontier orbital gap (alpha / beta), the calculation gives 7.2 / 7.2 eV. The multiplicity is 3. The expectation value of S² is 2.024.

---

(2)
Density functional theory data (ωB97M-V/def2-TZVPD) for 14 unconnected molecules or ions with the total composition C21H38BCl26F7NO5S.

```
100
Properties=species:S:1:pos:R:3:mulliken_charge:R:1
N -2.5693 -0.5342 4.1711 -0.70
C -2.2018 -0.7881 2.7922 -0.01
O -2.0736 0.4377 2.0736 -0.42
B -2.1581 0.0408 0.6961 1.02
S -0.2429 -0.0401 0.1660 0.13
O 0.2641 1.3237 0.0987 -0.47
O 0.5894 -0.9106 1.0049 -0.54
C -0.0108 -0.8000 -1.5503 0.41
F 0.1382 -2.1448 -1.4234 -0.27
F -1.1430 -0.5727 -2.2739 -0.26
C 1.1658 -0.2528 -2.3801 0.52
F 1.0504 1.0628 -2.6275 0.01
F 1.1769 -0.9051 -3.5845 -0.22
C 2.5525 -0.4896 -1.7386 0.33
F 3.5072 -0.1350 -2.6292 -0.27
F 2.7340 0.2467 -0.6442 0.00
F 2.7433 -1.7815 -1.4361 -0.28
O -2.8382 -1.2452 0.6217 -0.55
C -3.2257 -1.5587 1.9458 0.52
C -4.7162 -1.3945 2.2627 -0.64
C -5.4505 -0.3143 1.4751 -0.51
C -5.2790 1.0921 1.9990 -0.54
O -5.9383 1.2124 3.2704 -0.56
H -2.8255 0.4441 4.2278 0.27
H -1.7507 -0.6576 4.7499 0.33
H -1.2828 -1.3797 2.7592 0.30
H -2.6556 0.8292 -0.0828 -0.43
H -3.0148 -2.6181 2.1450 -0.08
H -5.1833 -2.3549 2.0480 0.08
H -4.8036 -1.2376 3.3381 0.44
H -5.1363 -0.3208 0.4306 0.28
H -6.5218 -0.5328 1.4919 0.28
H -4.2285 1.3734 2.0713 0.22
H -5.7457 1.7949 1.2989 0.39
H -5.6578 2.0468 3.6484 0.31
C 3.2771 -2.3544 1.8037 0.93
Cl 4.2334 -1.3237 2.8812 -0.23
Cl 3.8385 -4.0337 1.7586 -0.19
H 2.2462 -2.3357 2.1348 0.04
H 3.3507 -1.9363 0.8111 -0.56
C -1.3024 3.7231 -3.3617 -0.24
Cl -1.8209 2.6874 -2.0355 0.00
Cl -2.1524 5.2865 -3.3652 -0.22
H -0.2403 3.9134 -3.2543 0.17
H -1.5042 3.2257 -4.2992 0.22
C 6.4201 0.5831 0.5375 0.60
Cl 8.1032 0.0874 0.3032 -0.20
Cl 6.2749 1.9409 1.6563 -0.15
H 6.0144 0.8867 -0.4202 -0.04
H 5.8658 -0.2533 0.9456 -0.23
C -0.1644 0.9765 -6.9069 -0.35
Cl -0.5801 1.2060 -5.2084 -0.02
Cl -0.5281 2.4105 -7.8822 -0.18
H 0.8967 0.7714 -6.9770 0.25
H -0.7356 0.1419 -7.2939 0.30
C -8.9278 -3.2578 1.0737 -0.42
Cl -7.2180 -3.5530 0.7482 -0.02
Cl -9.1721 -2.2523 2.5100 -0.16
H -9.3609 -2.7467 0.2224 0.28
H -9.4172 -4.2103 1.2363 0.31
C 4.0722 -3.8608 5.7916 0.04
Cl 5.4054 -4.9056 6.3070 -0.18
Cl 2.6326 -4.7857 5.3547 -0.10
H 3.8196 -3.1991 6.6105 0.31
H 4.3914 -3.2966 4.9237 -0.07
C 1.4726 -3.5025 -5.5234 0.30
Cl 0.6235 -2.8121 -6.9174 -0.17
Cl 1.0908 -5.2126 -5.3004 -0.17
H 2.5378 -3.4056 -5.6915 0.27
H 1.1716 -2.9603 -4.6373 -0.24
C 5.1900 4.8527 -1.1962 -0.71
Cl 4.5013 3.2348 -1.0445 0.11
Cl 3.9495 6.0209 -1.6558 -0.12
H 5.6005 5.1319 -0.2325 0.33
H 5.9622 4.8465 -1.9560 0.44
C -3.5225 -5.5780 1.1329 0.02
Cl -3.9199 -5.3928 2.8496 -0.17
Cl -4.3031 -4.3480 0.1395 -0.09
H -2.4458 -5.4784 1.0228 -0.10
H -3.8558 -6.5573 0.8103 0.38
C -0.1433 -7.2542 3.1861 -0.14
Cl -0.3269 -5.8631 2.1162 -0.06
Cl 0.2715 -8.7303 2.3028 -0.18
H 0.6498 -7.0406 3.8918 0.14
H -1.0839 -7.4131 3.7001 0.25
C 3.4541 3.5041 -4.6727 0.47
Cl 2.0329 4.2959 -5.3593 -0.15
Cl 4.9186 3.8283 -5.6160 -0.19
H 3.6060 3.8788 -3.6690 -0.25
H 3.2825 2.4347 -4.6587 0.07
C 2.9134 8.9895 0.7011 0.20
Cl 2.9578 9.1475 2.4624 -0.16
Cl 3.5788 10.4160 -0.1111 -0.19
H 3.4989 8.1264 0.4162 -0.08
H 1.8824 8.8658 0.3936 0.22
C 1.4331 4.9857 1.2970 0.21
Cl 0.5633 5.8876 0.0486 -0.16
Cl 3.0880 5.5842 1.5063 -0.17
H 0.9081 5.1039 2.2361 0.35
H 1.4762 3.9421 1.0075 -0.20
```

For the HOMO energy, the calculation gives -6.155 eV. As for the net charge: -1. For the frontier orbital gap, the calculation gives 7.9 eV.

---

(3)
Density functional theory data (ωB97M-V/def2-TZVPD) for 5 unconnected molecules or ions with the total composition C79H77F2N4O16P.

```
179
Properties=species:S:1:pos:R:3:mulliken_charge:R:1
C 9.8791 -4.2269 -2.4119 -1.04
C 10.1188 -3.1162 -3.3932 0.78
O 10.5572 -2.0481 -3.0559 -0.51
O 9.8190 -3.3860 -4.6988 -0.37
C 8.4441 -3.1284 -5.0215 0.17
C 8.3191 -2.5117 -6.4012 -0.99
C 9.2807 -1.3584 -6.6989 -0.98
C 9.2535 -0.2031 -5.6936 -0.29
C 8.3541 0.9453 -6.1329 -0.45
C 8.1891 2.0423 -5.0574 -1.41
C 6.7024 2.2647 -4.7064 -0.95
C 6.2467 1.1290 -3.7860 0.02
C 4.7280 0.7906 -3.7242 1.19
N 4.0440 1.7886 -2.8858 -0.40
C 4.0350 0.8342 -5.0961 -0.05
C 3.5151 2.1915 -5.5502 -1.72
F 4.8985 0.3273 -6.0822 -0.38
C 4.5543 -0.6187 -3.0491 0.32
C 5.0847 -1.7338 -4.0201 0.13
C 3.9822 -2.4668 -4.7367 -0.22
O 3.4124 -2.1663 -5.7328 -0.54
F 3.7083 -3.6350 -4.1361 -0.26
O 3.1670 -0.9402 -2.8940 -0.20
C 2.4213 -0.8674 -1.7171 1.52
C 2.6073 -2.0316 -0.7245 -1.14
O 2.8831 -3.2359 -1.4295 -0.16
N 3.6225 -4.1257 -0.5913 0.04
O 4.4291 -4.6914 -1.2052 -0.23
O 2.5706 0.3345 -1.0291 -0.10
C 1.4197 0.7380 -0.3040 -0.17
C 0.3431 1.3869 -1.1948 -0.98
N -0.9568 0.7113 -1.2256 -0.04
C -1.2268 -0.0706 -2.4432 -0.98
C -1.2571 -1.5741 -2.2866 1.03
C -1.2850 -2.2438 -3.6574 -1.80
O -2.4208 -1.9778 -1.5467 -0.48
P 5.6626 -0.7922 -1.5670 0.01
N 5.6963 0.3644 -0.5100 -0.78
H 9.2890 -3.8233 -1.5897 0.29
H 9.3906 -5.0967 -2.8407 0.32
H 10.8363 -4.5272 -1.9861 0.35
H 7.9840 -2.4812 -4.2678 -0.27
H 7.8951 -4.0749 -4.9965 0.54
H 8.5268 -3.3037 -7.1272 0.44
H 7.2722 -2.2389 -6.5669 0.31
H 9.0692 -1.0037 -7.7097 0.40
H 10.2852 -1.7817 -6.7341 0.42
H 10.2766 0.1703 -5.5967 0.35
H 8.9693 -0.5511 -4.6999 0.09
H 7.3559 0.5237 -6.3022 0.11
H 8.6682 1.3705 -7.0863 0.62
H 8.6681 2.9741 -5.3497 0.52
H 8.6552 1.6543 -4.1463 0.44
H 6.6325 3.2390 -4.2167 0.39
H 6.1548 2.3094 -5.6432 0.39
H 6.8664 0.2575 -4.0041 -0.65
H 6.5042 1.4370 -2.7679 0.55
H 4.2586 1.6095 -1.9080 0.46
H 4.4414 2.7011 -3.0805 0.36
H 3.1668 0.1762 -5.0620 0.20
H 3.4628 2.1915 -6.6381 0.44
H 4.1258 3.0308 -5.2279 0.41
H 2.5115 2.3486 -5.1627 0.31
H 5.7774 -1.3328 -4.7531 -0.89
H 5.6283 -2.4964 -3.4530 1.33
H 1.3864 -0.9267 -2.0712 -1.01
H 1.6633 -2.1408 -0.1829 0.56
H 3.3693 -1.7932 0.0198 0.62
H 0.9626 -0.0793 0.2657 0.15
H 1.7744 1.4584 0.4313 0.43
H 0.7423 1.5128 -2.2015 0.41
H 0.1797 2.4001 -0.8180 0.38
H -1.0607 0.0754 -0.4440 -0.11
H -2.2154 0.2116 -2.8205 0.45
H -0.4983 0.1572 -3.2212 0.30
H -0.3764 -1.9610 -1.7559 0.09
H -0.4617 -1.9094 -4.2897 0.30
H -2.2329 -2.0390 -4.1554 0.40
H -1.1909 -3.3268 -3.5538 0.43
H -2.3749 -2.9392 -1.5192 0.39
H 6.9034 -0.9662 -2.2014 0.07
H 5.3542 -2.0779 -1.0884 0.08
H 5.4419 0.0371 0.4144 0.28
O 9.8009 3.9211 -9.1393 -0.69
C 10.5877 3.9943 -10.0592 0.57
C 12.0380 4.2342 -9.8127 0.20
C 12.4896 4.3516 -8.5042 -0.56
C 13.8374 4.5421 -8.2535 -0.54
C 14.7408 4.6154 -9.3086 -0.46
C 14.2946 4.5124 -10.6148 -0.61
C 12.9424 4.3261 -10.8726 0.32
C 12.4804 4.2336 -12.2872 0.54
O 13.2576 4.3640 -13.2086 -0.66
C 11.0334 3.9708 -12.5325 0.21
C 10.5828 3.8448 -13.8404 -0.58
C 9.2480 3.5738 -14.0877 -0.45
C 8.3569 3.4270 -13.0299 -0.52
C 8.7983 3.5627 -11.7251 -0.57
C 10.1359 3.8388 -11.4711 0.20
H 11.7799 4.2887 -7.6910 0.58
H 14.1881 4.6301 -7.2338 0.41
H 15.7951 4.7545 -9.1094 0.39
H 14.9880 4.5732 -11.4419 0.47
H 11.2841 3.9568 -14.6554 0.47
H 8.8992 3.4731 -15.1069 0.40
H 7.3158 3.2076 -13.2259 0.40
H 8.1127 3.4540 -10.8963 0.50
O -3.9284 2.4051 5.6118 -0.67
C -4.2841 2.0773 4.5006 0.57
C -3.4807 1.1183 3.6884 0.96
C -2.3226 0.5804 4.2328 -0.86
C -1.5861 -0.3441 3.5107 -0.89
C -2.0050 -0.7335 2.2434 -0.45
C -3.1479 -0.1836 1.6848 -0.85
C -3.8892 0.7429 2.4059 0.04
C -5.1137 1.3326 1.7867 0.71
O -5.4428 1.0447 0.6566 -0.67
C -5.9269 2.2754 2.6073 -0.14
C -7.0895 2.8110 2.0669 -0.38
C -7.8743 3.6626 2.8250 -0.53
C -7.5003 3.9842 4.1260 -0.54
C -6.3345 3.4659 4.6630 -0.78
C -5.5410 2.6142 3.9053 0.53
H -2.0111 0.8842 5.2225 0.52
H -0.6882 -0.7695 3.9397 0.46
H -1.4392 -1.4698 1.6853 0.62
H -3.4659 -0.4835 0.6944 0.59
H -7.3737 2.5495 1.0568 0.49
H -8.7819 4.0754 2.4049 0.42
H -8.1196 4.6435 4.7195 0.44
H -6.0333 3.7138 5.6713 0.50
O -10.5316 -1.0068 6.9870 -0.67
C -9.4397 -1.5290 7.0870 0.61
C -9.1250 -2.4382 8.2246 0.16
C -10.1132 -2.7102 9.1607 -0.71
C -9.8547 -3.5689 10.2153 -0.51
C -8.6042 -4.1666 10.3330 -0.56
C -7.6112 -3.8936 9.4070 -0.64
C -7.8647 -3.0249 8.3529 0.21
C -6.7780 -2.7279 7.3771 0.67
O -5.6683 -3.1974 7.5136 -0.67
C -7.1005 -1.8384 6.2246 -0.12
C -6.1155 -1.5731 5.2813 -0.98
C -6.4034 -0.7695 4.1925 -0.22
C -7.6729 -0.2251 4.0371 -0.54
C -8.6555 -0.4782 4.9782 -0.74
C -8.3731 -1.2815 6.0769 0.18
H -11.0848 -2.2477 9.0575 0.79
H -10.6272 -3.7740 10.9454 0.43
H -8.4048 -4.8455 11.1514 0.41
H -6.6349 -4.3496 9.4937 0.48
H -5.1298 -1.9998 5.4075 0.53
H -5.6346 -0.5614 3.4604 0.83
H -7.8967 0.3973 3.1821 0.50
H -9.6454 -0.0573 4.8690 0.49
O -17.1459 -0.0095 12.4074 -0.66
C -16.0505 -0.5163 12.5216 0.58
C -15.7351 -1.4130 13.6713 0.16
C -16.7251 -1.6826 14.6075 -0.57
C -16.4628 -2.5389 15.6631 -0.47
C -15.2108 -3.1314 15.7882 -0.48
C -14.2163 -2.8561 14.8656 -0.53
C -14.4721 -1.9930 13.8074 0.19
C -13.3829 -1.6966 12.8342 0.60
O -12.2721 -2.1653 12.9764 -0.66
C -13.7036 -0.8158 11.6764 0.28
C -12.7148 -0.5508 10.7387 -0.92
C -12.9968 0.2336 9.6332 -0.44
C -14.2725 0.7626 9.4652 -0.58
C -15.2588 0.5164 10.4056 -0.59
C -14.9788 -0.2705 11.5158 0.29
H -17.6964 -1.2209 14.4988 0.47
H -17.2361 -2.7499 16.3898 0.40
H -15.0117 -3.8080 16.6086 0.40
H -13.2381 -3.3070 14.9569 0.47
H -11.7259 -0.9654 10.8762 0.75
H -12.2252 0.4280 8.8991 0.43
H -14.4954 1.3692 8.5976 0.41
H -16.2515 0.9270 10.2845 0.48
```

For the HOMO energy, the calculation gives -8.874 eV. As for the structure (SMILES): CC(=O)OCCCCCCCC[C@@](N)([C@@H](C)F)[C@](CC(=O)F)(O[C@@H](CON=O)OCCNC[C@H](C)O)[PH2]=N.O=C1c2ccccc2C(=O)c2ccccc21.O=C1c2ccccc2C(=O)c2ccccc21.O=C1c2ccccc2C(=O)c2ccccc21.O=C1c2ccccc2C(=O)c2ccccc21. For the frontier orbital gap, the calculation gives 7.7 eV.